[1]
The following is a DFT calculation (the ωB97M-V functional and the def2-TZVPD basis) of a molecular structure, C48H56CoN5OP2S.

Summary:
<S²>: 6.01
Energy above the lowest of the compared OMol25 structures with the same formula, charge and spin in eV: 0.0000
Kohn-Sham gap (alpha / beta) in Ha: 0.2869 / 0.2081
F_max in hartree/bohr: 0.0542
Total energy in eV: -127208.3572
HOMO level (alpha / beta) in eV: -12.3951 / -12.4115
Charge: +2
Multiplicity: 5

```
114
C48H56CoN5OP2S the ωB97M-V functional and the def2-TZVPD basis
Co -0.0557 0.2462 1.8166
N -0.6303 -1.4863 2.8097
C -0.5742 -2.7983 2.2123
C -1.5142 -3.7398 2.5977
C -1.4980 -5.0030 2.0561
C -0.5473 -5.2930 1.0622
C 0.4029 -4.3430 0.6959
C 0.4758 -3.0766 1.3318
C 1.6225 -2.1424 0.9994
C 2.9046 -2.6486 0.7237
C 3.9157 -1.8409 0.2310
C 3.6888 -0.4780 -0.0468
C 2.4719 0.0282 0.3194
C 1.4530 -0.7634 0.9035
H -1.4268 -1.3962 3.4433
H 0.2066 -1.3839 3.3870
H -2.2933 -3.4568 3.2665
H -2.1897 -5.7677 2.3772
H -0.5781 -6.2268 0.5188
H 1.1548 -4.5954 -0.0724
H 3.1840 -3.6801 0.9371
H 4.9006 -2.2587 0.1063
H 4.4863 0.0905 -0.4682
H 2.3047 1.1091 0.0691
C -2.5675 -2.9210 -5.6367
S -3.8934 -2.1387 -4.6370
C -3.0163 -1.3775 -3.2272
C -2.2547 -2.3830 -2.3309
C -1.6713 -1.6662 -1.1140
N -1.0222 -0.3723 -1.4203
P -1.4523 0.9500 -0.2569
C -3.1996 1.1496 -0.4190
C -3.8327 1.3375 0.7941
C -5.1204 1.8730 0.8112
C -5.7228 2.2369 -0.3893
C -5.0631 1.9377 -1.6162
C -3.7981 1.4259 -1.6301
C -0.7576 2.5136 -0.8676
C 0.0359 3.1611 0.0953
C 0.6817 4.3865 -0.1541
C 0.4753 4.9409 -1.3967
C -0.3926 4.3571 -2.3109
C -1.0143 3.1261 -2.0622
P 0.3582 -0.2628 -2.3636
C 0.4029 1.0728 -3.6262
C 1.5407 1.8901 -3.6926
C 1.7432 2.6915 -4.8161
C 0.8139 2.6835 -5.8048
C -0.2944 1.8711 -5.7511
C -0.5212 1.0630 -4.6916
C 0.7305 -1.8132 -3.2041
C 1.2703 -2.8388 -2.4315
C 1.4266 -4.1166 -2.9723
C 1.2106 -4.3197 -4.3265
C 0.8502 -3.2385 -5.1466
C 0.6595 -1.9931 -4.5894
H -2.9250 -3.0567 -6.6801
H -2.3394 -3.8817 -5.1782
H -1.6739 -2.3394 -5.6856
H -3.8170 -0.9785 -2.5740
H -2.4009 -0.5397 -3.5810
H -1.4703 -2.9388 -2.8695
H -2.9986 -3.1001 -1.9032
H -1.0317 -2.3516 -0.5288
H -2.5293 -1.3719 -0.5048
H -3.3406 1.1276 1.7192
H -5.5790 2.0872 1.7522
H -6.6395 2.7924 -0.4411
H -5.5422 2.1938 -2.5321
H -3.2473 1.2168 -2.5426
H 0.2060 2.6986 1.1451
H 1.3796 4.8288 0.5783
H 0.9876 5.8692 -1.6196
H -0.6521 4.8553 -3.2252
H -1.6402 2.8755 -2.8736
H 2.2795 1.8065 -2.8997
H 2.6054 3.3411 -4.8736
H 0.9717 3.2812 -6.6752
H -0.9934 1.8214 -6.5691
H -1.4226 0.4966 -4.6832
H 1.5658 -2.6769 -1.4012
H 1.6952 -4.9348 -2.3125
H 1.3088 -5.3021 -4.7915
H 0.6817 -3.3753 -6.2477
H 0.3416 -1.1651 -5.2423
C 4.0989 0.4805 5.1927
N 2.8211 0.1676 4.5144
C 1.9403 -0.8851 5.0670
C 2.2260 1.0379 3.6563
O 0.9712 0.9797 3.4707
N 2.9460 2.0419 3.1097
C 2.2613 3.2049 2.6391
C 4.3563 1.8861 2.6512
H 4.0468 0.0519 6.2060
H 4.3242 1.5352 5.1986
H 4.8967 0.0237 4.5892
H 2.4841 -1.2040 5.9587
H 1.8558 -1.7201 4.4051
H 1.0362 -0.4191 5.4471
H 1.2170 3.2529 2.9867
H 2.2616 3.2278 1.5276
H 2.7770 4.1628 2.9859
H 4.5514 0.8706 2.3251
H 5.0393 2.1333 3.4469
H 4.5010 2.6044 1.8492
C -0.6776 2.4117 6.8100
C -2.1039 2.0606 6.2881
C -1.9914 1.5995 4.8967
N -1.8345 1.2768 3.7923
H -0.6952 2.8091 7.8285
H -0.1375 3.1660 6.2350
H -0.0565 1.4729 6.8527
H -2.7885 2.9079 6.3251
H -2.5765 1.2610 6.8933
```



[2]
The following is a DFT calculation (the ωB97M-V functional and the def2-TZVPD basis) of 2 unconnected molecules or ions with the total composition C3H3N3O.

Summary:
<S²>: 2.03
Energy above the lowest of the compared OMol25 structures with the same formula, charge and spin in eV: 4.5111
Kohn-Sham gap (alpha / beta) in Ha: 0.3869 / 0.2889
F_max in hartree/bohr: 0.0872
Total energy in eV: -9668.6311
HOMO level (alpha / beta) in eV: -10.0153 / -12.0489
Charge: 0
Multiplicity: 3

```
10
C3H3N3O the ωB97M-V functional and the def2-TZVPD basis
C -1.8682 -1.5248 0.0125
C -1.0578 0.8285 0.1406
C 1.5456 0.2109 -0.1133
N -2.5750 -2.2521 0.5097
N -1.2687 1.6463 0.9453
N -0.7416 0.0857 -0.8648
O 0.5770 -0.1953 -1.0544
H 1.3187 -0.1604 0.7874
H 1.5269 1.3249 0.0840
H 2.5432 0.0362 -0.4472
```